16
Properties=species:S:1:pos:R:3:nbo_charge:R:1 method="wB97M-V/def2-TZVPD" smiles="C=CC1CC1.O" largest_force_ha_per_bohr=0.0040 e_homo_ev=-9.38 de_lowest_kcal_mol=35.92 gap_ev=10.44 charge=0 molar_mass_g_mol=86.134
O -1.029 2.292 -0.817 -0.9456
C -0.751 -0.562 0.395 -0.1610
C 1.695 0.238 0.296 -0.3985
C 1.705 -1.145 0.865 -0.4082
C 0.512 -0.246 1.094 -0.2823
C -1.972 -0.467 0.923 -0.4397
H 2.345 -1.356 1.717 0.2197
H 1.572 -1.984 0.187 0.2133
H -2.122 -0.139 1.950 0.1977
H 2.333 0.990 0.751 0.2220
H -2.860 -0.733 0.355 0.2049
H -1.307 1.890 -1.647 0.4626
H -1.341 1.665 -0.149 0.4797
H -0.642 -0.906 -0.637 0.1967
H 0.394 0.169 2.093 0.2201
H 1.558 0.363 -0.775 0.2185